Entry 1:
61
Properties=species:S:1:pos:R:3 method="wB97M-V/def2-TZVPD" orbital_gap_ev="6.73 / 6.74" e_homo_ev="-6.66 / -6.66" e_tot_ha=-2970.3928 e_above_lowest_ev=0.000 spin_multiplicity=7 molar_mass_g_mol=605.324 charge=0
O 1.5603 1.0921 -0.9856
C 1.3692 1.5141 -2.2426
C 1.3762 3.0352 -2.1852
C 1.0433 3.7195 -1.0210
H 0.7821 3.1599 -0.1182
C 1.0249 5.1163 -1.0327
H 0.7486 5.6464 -0.1236
C 1.3665 5.8113 -2.1935
H 1.3597 6.9020 -2.2004
C 1.7225 5.1023 -3.3502
H 2.0003 5.6365 -4.2575
C 1.7295 3.7120 -3.3465
H 1.9930 3.1397 -4.2390
H 2.2588 1.1525 -2.7579
C 0.3786 -0.5397 -3.3626
C 0.1815 0.9195 -3.0301
H -0.2558 -0.8353 -4.2015
H 0.1230 -1.2050 -2.5131
H 1.4399 -0.7104 -3.5634
C -0.9511 1.6584 -3.2132
C -2.2452 1.1593 -3.8453
H -0.9840 2.6949 -2.8330
H -2.4594 1.7477 -4.7314
H -3.0930 1.2802 -3.1535
H -2.1690 0.1003 -4.1233
Tb -0.0157 -0.0090 0.1301
Cl -1.1041 1.9993 1.1432
Cl -1.8780 -0.1611 -1.6479
C -2.4740 -1.1812 1.1887
O -1.2314 -1.4338 1.2794
N -3.2696 -1.8921 1.9466
C -2.7910 -3.1445 2.5288
C -4.6008 -1.4411 2.2288
H -2.9163 -0.4251 0.5054
H -1.7327 -3.2840 2.2902
H -3.3869 -3.9728 2.1206
H -2.9430 -3.1091 3.6132
H -4.7129 -0.4156 1.8542
H -4.7673 -1.4640 3.3108
H -5.3242 -2.0981 1.7335
H 1.8318 -5.0191 -0.9337
H 4.3890 -4.1166 -0.5639
C 1.8383 -4.2090 -1.6769
C 4.1063 -3.2673 -1.1987
N 2.6778 -3.1105 -1.1959
H 0.8198 -3.8488 -1.8509
C 2.1322 -1.9731 -0.8138
O 0.8630 -1.9302 -0.7149
H 4.5593 -2.3434 -0.8128
H 2.7993 -1.1049 -0.6196
H 2.2738 -4.5841 -2.6110
H 4.4494 -3.4519 -2.2249
N 2.9663 0.7411 3.3072
C 2.8142 -0.6437 3.5197
C 1.9170 -1.0773 2.5758
N 1.5635 0.0461 1.8305
C 2.1913 1.1243 2.2651
H 3.5607 1.3430 3.8448
H 3.3052 -1.2057 4.2611
H 1.5137 -2.0510 2.3753
H 2.0911 2.1263 1.8797

***

Entry 2:
89
Properties=species:S:1:pos:R:3 method="wB97M-V/def2-TZVPD" orbital_gap_ev="7.24 / 7.92" e_homo_ev="-8.83 / -9.51" e_tot_ha=-4495.7451 e_above_lowest_ev=1.421 spin_multiplicity=5 molar_mass_g_mol=730.452 charge=+1
Cr -0.6484 0.2148 -0.4016
C -3.6082 1.8981 -3.2205
C -2.8330 2.2124 -1.9504
O -2.1804 1.1295 -1.4081
H -4.3018 2.7125 -3.4540
H -4.1844 0.9758 -3.1389
H -2.9024 1.8811 -4.0517
H -3.4158 2.7400 -1.1739
H -2.0782 2.9651 -2.2712
C -4.1426 -1.6008 0.3090
C -3.1294 -1.1911 1.3418
O -2.1434 -0.5172 1.0669
N -3.3747 -1.5589 2.6126
C -2.5371 -1.1298 3.7152
H -3.8636 -1.1590 -0.6450
H -5.1646 -1.3768 0.6106
H -4.1314 -2.6853 0.1575
H -4.2090 -2.1050 2.7401
H -2.2795 -0.0766 3.5807
H -1.5539 -1.5991 3.6009
H -2.9681 -1.3102 4.6915
C 4.1381 0.1180 -2.6888
O 3.6019 0.3984 -1.4037
P 2.5062 1.5207 -1.1801
O 1.1013 1.0898 -1.2888
O 2.9125 2.1412 0.2339
C 4.2178 2.5703 0.5071
O 2.9760 2.6510 -2.2228
C 2.4026 3.9567 -2.1007
H 4.3506 -0.9571 -2.7051
H 5.1108 0.5973 -2.8074
H 3.4688 0.2914 -3.5311
H 4.7930 1.8496 1.0929
H 4.3006 3.5250 1.0312
H 4.8308 2.7704 -0.3800
H 2.1090 4.4452 -3.0254
H 3.1755 4.6064 -1.6768
H 1.5878 3.9807 -1.3759
C -1.8993 4.4923 0.7144
O -0.8309 4.2490 1.6116
P -0.5933 2.7573 2.1265
O -0.3972 1.8038 1.0236
O 0.5785 2.9685 3.1837
C 1.5782 1.9699 3.3556
O -1.8030 2.4198 3.1092
C -2.1459 3.2631 4.1952
H -2.6585 3.7045 0.6995
H -1.5817 4.6167 -0.3194
H -2.4817 5.3748 0.9844
H 1.9355 1.5659 2.4082
H 1.2360 1.0878 3.9053
H 2.3824 2.4580 3.9004
H -2.0324 2.7566 5.1536
H -3.1799 3.5862 4.0804
H -1.5411 4.1686 4.2772
C -1.1307 -5.2033 -3.2367
O -1.3367 -3.9730 -2.5097
P -0.6500 -2.5992 -2.8816
O -0.5593 -1.6611 -1.7250
O 0.7395 -3.0617 -3.4519
C 1.9751 -2.4801 -3.0729
O -1.5242 -2.0358 -4.1078
C -1.4032 -0.6511 -4.4586
H -0.1296 -5.5290 -2.9463
H -1.0996 -5.0105 -4.3095
H -1.9063 -5.9167 -2.9877
H 2.4695 -3.1400 -2.3582
H 1.8399 -1.5915 -2.4373
H 2.5368 -2.0941 -3.9172
H -1.0739 0.0119 -3.6614
H -2.3995 -0.3302 -4.7598
H -0.8087 -0.5425 -5.3665
C 3.7922 -1.2537 1.6464
O 2.8670 -2.2313 1.2037
P 1.3249 -2.0177 1.4180
O 0.7947 -0.8639 0.6755
O 0.7755 -3.4140 0.8945
C -0.5566 -3.8659 1.0340
O 1.1242 -1.9518 2.9864
C 1.5257 -3.0122 3.8326
H 4.6417 -1.1431 0.9754
H 4.2532 -1.5109 2.6048
H 3.3063 -0.2846 1.7677
H -0.6558 -4.5634 1.8693
H -0.9495 -4.3610 0.1480
H -1.2250 -3.0214 1.2358
H 1.5538 -2.7356 4.8881
H 2.5581 -3.3308 3.6618
H 0.8317 -3.8484 3.7469

***

Entry 3:
47
Properties=species:S:1:pos:R:3 method="wB97M-V/def2-TZVPD" orbital_gap_ev=8.98 e_homo_ev=-9.03 e_tot_ha=-2564.1434 e_above_lowest_ev=0.000 spin_multiplicity=1 molar_mass_g_mol=467.349 charge=0
O 1.7451 1.0045 1.5758
C 2.0209 -0.1685 1.4487
N 3.2217 -0.7295 1.7539
C 4.3608 -0.1092 2.2544
C 4.4527 1.2615 2.4804
C 5.6191 1.8088 2.9813
C 6.7134 1.0130 3.2664
C 6.6349 -0.3541 3.0457
C 5.4694 -0.9174 2.5444
Cl 5.3854 -2.6277 2.2766
Cl 7.9931 -1.3564 3.3985
H 7.6247 1.4357 3.6569
H 5.6757 2.8723 3.1516
H 3.6016 1.8834 2.2602
H 3.3442 -1.7277 1.6215
C 0.9899 -1.1423 0.9527
C 1.2469 -2.2580 0.1580
C 0.2380 -3.0829 -0.3101
C -1.0744 -2.7974 0.0238
C -1.3484 -1.6892 0.8035
C -0.3414 -0.8682 1.2604
H -0.5776 -0.0004 1.8552
S -3.0442 -1.3287 1.2666
O -3.9168 -1.9875 0.3370
O -3.1869 -1.6085 2.6641
N -3.1069 0.3313 1.0968
H -3.5769 0.7337 1.8931
C -3.5771 0.8243 -0.1841
H -4.5427 0.3740 -0.4462
C -2.5560 0.4874 -1.2744
C -3.0052 1.0538 -2.5925
C -3.9326 0.3655 -3.3649
C -4.3822 0.8943 -4.5614
C -3.9097 2.1201 -4.9999
C -2.9862 2.8127 -4.2362
C -2.5387 2.2828 -3.0382
H -1.8167 2.8257 -2.4451
H -2.6132 3.7685 -4.5741
H -4.2593 2.5332 -5.9344
H -5.1022 0.3495 -5.1543
H -4.2992 -0.5913 -3.0220
H -1.5847 0.8950 -0.9885
H -2.4754 -0.5984 -1.3425
H -3.6983 1.9074 -0.1114
H -1.8918 -3.4107 -0.3206
H 0.4942 -3.9293 -0.9275
F 2.5130 -2.5553 -0.1994

***

Entry 4:
7
Properties=species:S:1:pos:R:3 method="wB97M-V/def2-TZVPD" orbital_gap_ev=7.76 e_homo_ev=-4.00 e_tot_ha=-1110.0653 e_above_lowest_ev=0.892 spin_multiplicity=1 molar_mass_g_mol=131.148 charge=-1
C -0.6253 0.0706 0.5877
O -1.5762 -1.1258 -1.2712
F -0.2226 -1.1446 1.0333
F -0.5906 0.8470 1.7479
S -2.1631 1.8893 -1.1393
S -2.2341 0.0928 -0.3280
H 0.2953 0.3375 -0.1653

***

Copy entry 1 word for word.
61
Properties=species:S:1:pos:R:3 method="wB97M-V/def2-TZVPD" orbital_gap_ev="6.73 / 6.74" e_homo_ev="-6.66 / -6.66" e_tot_ha=-2970.3928 e_above_lowest_ev=0.000 spin_multiplicity=7 molar_mass_g_mol=605.324 charge=0
O 1.5603 1.0921 -0.9856
C 1.3692 1.5141 -2.2426
C 1.3762 3.0352 -2.1852
C 1.0433 3.7195 -1.0210
H 0.7821 3.1599 -0.1182
C 1.0249 5.1163 -1.0327
H 0.7486 5.6464 -0.1236
C 1.3665 5.8113 -2.1935
H 1.3597 6.9020 -2.2004
C 1.7225 5.1023 -3.3502
H 2.0003 5.6365 -4.2575
C 1.7295 3.7120 -3.3465
H 1.9930 3.1397 -4.2390
H 2.2588 1.1525 -2.7579
C 0.3786 -0.5397 -3.3626
C 0.1815 0.9195 -3.0301
H -0.2558 -0.8353 -4.2015
H 0.1230 -1.2050 -2.5131
H 1.4399 -0.7104 -3.5634
C -0.9511 1.6584 -3.2132
C -2.2452 1.1593 -3.8453
H -0.9840 2.6949 -2.8330
H -2.4594 1.7477 -4.7314
H -3.0930 1.2802 -3.1535
H -2.1690 0.1003 -4.1233
Tb -0.0157 -0.0090 0.1301
Cl -1.1041 1.9993 1.1432
Cl -1.8780 -0.1611 -1.6479
C -2.4740 -1.1812 1.1887
O -1.2314 -1.4338 1.2794
N -3.2696 -1.8921 1.9466
C -2.7910 -3.1445 2.5288
C -4.6008 -1.4411 2.2288
H -2.9163 -0.4251 0.5054
H -1.7327 -3.2840 2.2902
H -3.3869 -3.9728 2.1206
H -2.9430 -3.1091 3.6132
H -4.7129 -0.4156 1.8542
H -4.7673 -1.4640 3.3108
H -5.3242 -2.0981 1.7335
H 1.8318 -5.0191 -0.9337
H 4.3890 -4.1166 -0.5639
C 1.8383 -4.2090 -1.6769
C 4.1063 -3.2673 -1.1987
N 2.6778 -3.1105 -1.1959
H 0.8198 -3.8488 -1.8509
C 2.1322 -1.9731 -0.8138
O 0.8630 -1.9302 -0.7149
H 4.5593 -2.3434 -0.8128
H 2.7993 -1.1049 -0.6196
H 2.2738 -4.5841 -2.6110
H 4.4494 -3.4519 -2.2249
N 2.9663 0.7411 3.3072
C 2.8142 -0.6437 3.5197
C 1.9170 -1.0773 2.5758
N 1.5635 0.0461 1.8305
C 2.1913 1.1243 2.2651
H 3.5607 1.3430 3.8448
H 3.3052 -1.2057 4.2611
H 1.5137 -2.0510 2.3753
H 2.0911 2.1263 1.8797